Entry 1:
The following is a quantum chemistry calculation of an isolated molecule of C6H9N at a distorted geometry, from the OMol25 dataset.

Results
- HOMO-LUMO gap (alpha / beta) (eV) = 7.5 / 9.1
- DFT total energy (eV) = -7851.01041
- energy relative to the best compared isomer or geometry (same formula, charge and spin) (kcal per mole) = 164.9
- E_HOMO (alpha / beta) (eV) = -7.8 / -8.6

Geometry as ORCA input:
```
! wB97M-V def2-TZVPD RIJCOSX def2/J DEFGRID3
* xyz 0 1
N -0.2785 -0.3343 0.0899
C -0.1692 2.1029 -0.2009
C -0.7829 -0.9015 -1.1666
C 0.3710 0.9586 -0.0900
C 2.2387 -0.5465 0.4419
C -1.3018 -0.3873 1.1386
C 2.0723 0.5884 -0.0868
H -1.6836 -0.3947 -1.5326
H 0.0890 3.1393 -0.2985
H 2.4592 -1.4886 0.8880
H 2.7926 1.2843 -0.4851
H -1.5289 -1.4349 1.3515
H -2.2565 0.0685 0.8550
H -1.0597 -1.9454 -1.0038
H -0.0129 -0.8307 -1.9339
H -0.9489 0.1220 2.0334
*
```

Entry 2:
The following is a quantum chemistry calculation of a cluster of 2 separate species, C5H16NO in total at a distorted geometry, from the OMol25 dataset.

Results
- HOMO-LUMO gap (eV) = 10.8
- DFT total energy (eV) = -8974.19478
- energy relative to the best compared isomer or geometry (same formula, charge and spin) (kcal per mole) = 53.5
- E_HOMO (eV) = -14.3

Geometry as ORCA input:
```
! wB97M-V def2-TZVPD RIJCOSX def2/J DEFGRID3
* xyz 1 1
O 0.2593 0.8143 2.1327
N 2.4555 0.2639 0.2774
C 1.2201 0.8609 -0.5163
C -2.5514 0.3131 0.0336
C 0.6212 -0.4160 -1.1054
C -1.9476 -0.8813 -0.6991
C -0.4287 -1.2107 -0.2969
H -2.1167 -0.8162 -1.7727
H -2.5593 -1.7625 -0.5255
H 3.1129 1.0839 0.3251
H 2.1666 0.0175 1.2072
H -0.3062 -2.3162 -0.7241
H 3.0552 -0.5309 -0.1431
H 0.2211 1.7888 2.0980
H -2.4346 0.0684 1.0595
H -0.0737 -1.2304 0.7806
H 0.2236 -0.3283 -2.1621
H 1.6045 -0.9464 -1.4027
H 1.7458 1.3376 -1.4190
H 0.3761 0.7040 3.1426
H 0.7778 1.5206 0.2215
H -1.8925 1.1193 -0.1911
H -3.5289 0.5466 -0.3203
*
```

Entry 3:
The following is a quantum chemistry calculation of a structure of composition C41H33BrCl5N4O3SSiZr, from the OMol25 dataset.

Results
- HOMO-LUMO gap (eV) = 6.3
- DFT total energy (eV) = -207807.98814
- energy relative to the best compared isomer or geometry (same formula, charge and spin) (kcal per mole) = 40.0
- E_HOMO (eV) = -4.2

Geometry as ORCA input:
```
! wB97M-V def2-TZVPD RIJCOSX def2/J DEFGRID3
* xyz -1 1
Zr -0.2599 -0.0831 0.1550
Br -2.3967 -2.0290 1.5881
Cl 3.6289 0.4309 -2.7688
Cl 3.2549 -4.4778 -5.0104
Cl 4.6986 -1.7204 -4.7580
Cl 0.7817 -5.0805 -3.1857
Cl -0.1986 -2.9068 -1.1616
S 3.5727 -3.6367 -0.2430
Si -0.0895 2.4805 -1.1682
O 1.1635 -0.3592 -1.3995
O 0.8136 -1.5143 1.4348
O 0.6377 -1.1873 3.5303
N 5.0591 -4.3400 1.8421
N 1.3063 1.3063 1.4435
N 3.3987 -2.8152 2.2638
N 0.2745 -0.8822 2.4281
C 4.0117 -3.5974 1.3745
C 3.2934 0.0853 0.7660
C -2.7557 3.2617 3.1240
C -3.5137 -0.9773 -0.8144
C -4.1732 4.7873 -1.8652
C 4.6505 -0.0900 0.8028
C -1.4403 1.4775 1.3438
C 2.6580 -3.2770 -3.9246
C -2.3179 4.1944 -0.4506
C 5.4763 0.7983 1.5142
C -3.5119 4.8757 -0.6474
C 1.0652 -2.5618 -2.2741
C -2.4196 3.3518 -2.6734
C 1.5456 -3.5377 -3.1301
C -2.2056 -0.4723 -1.1185
C 3.7518 -2.7141 3.6602
C -6.1356 -1.8814 -0.1584
C 0.6546 2.4224 -2.9274
C 3.2891 -2.0406 -3.8161
C -5.0691 -2.0798 0.7414
C -0.7224 2.2989 2.2382
C -3.8238 -1.6441 0.3992
C -3.4877 2.4809 2.2352
C 1.6417 -1.2828 -2.1836
C -2.8371 1.6217 1.3686
C -1.3782 3.1748 3.1156
C -2.0531 0.0011 -2.4046
C 4.9113 1.8371 2.2005
C 2.8901 3.0394 2.9591
C -3.0990 0.0706 -3.3534
C 2.6815 1.1532 1.4589
C -3.6198 4.0202 -2.8814
C 2.7981 -1.0653 -2.9573
C -1.7393 3.4098 -1.4538
C -4.3574 -0.3159 -3.0131
C 1.5424 3.1237 2.9868
C -4.5988 -0.8603 -1.7286
C 3.5127 2.0202 2.2002
C -5.8963 -1.3004 -1.3688
C 0.7469 2.2221 2.2216
C 0.9737 3.8618 -0.3908
H 3.1123 -1.9601 4.1103
H -2.0008 2.7717 -3.4886
H 5.0784 -0.9308 0.2697
H -4.1229 3.9423 -3.8392
H 5.4034 -5.0263 1.1937
H 2.6954 -0.6127 0.2074
H 6.5495 0.6545 1.5214
H -1.0801 0.3526 -2.7300
H 2.5827 -2.3112 1.9282
H -7.1302 -2.2141 0.1105
H 1.0135 4.6993 -1.0946
H 0.5650 4.2437 0.5468
H 3.5048 3.7325 3.5227
H -6.6998 -1.1709 -2.0855
H -5.1837 -0.2306 -3.7100
H -5.2296 -2.5832 1.6850
H 5.5232 2.5301 2.7674
H 1.7417 2.3776 -2.8483
H 1.0633 3.8938 3.5694
H 3.5906 -3.6560 4.1974
H -3.4435 1.0514 0.6772
H 5.1101 -4.5668 2.8213
H -5.1091 5.3116 -2.0211
H -3.2546 3.9337 3.8117
H 0.3926 3.3363 -3.4705
H -0.8239 3.7861 3.8154
H -2.8964 0.4655 -4.3425
H -1.8329 4.2691 0.5179
H -4.5695 2.5523 2.2119
H -3.9316 5.4689 0.1579
H 0.3505 1.5667 -3.5350
H 4.7949 -2.4123 3.7822
H 1.9982 3.5256 -0.2036
*
```

Entry 4:
The following is a quantum chemistry calculation of the ion C2H4ClN2 with charge +1 at a distorted geometry, from the OMol25 dataset.

Results
- HOMO-LUMO gap (eV) = 9.1
- DFT total energy (eV) = -17630.31229
- structure (SMILES) = CC(Cl)=[N+]=N
- energy relative to the best compared isomer or geometry (same formula, charge and spin) (kcal per mole) = 64.0
- E_HOMO (eV) = -15.6

Geometry as ORCA input:
```
! wB97M-V def2-TZVPD RIJCOSX def2/J DEFGRID3
* xyz 1 1
Cl -1.3738 0.2879 -1.7901
N -0.7746 1.4842 1.6502
N -0.6564 0.7984 0.5994
C 0.9056 -0.7571 -0.6374
C -0.3002 0.0428 -0.5541
H 0.6014 -1.7770 -0.6638
H 1.6349 -0.5224 -1.3796
H 1.2172 -0.5798 0.3834
H -1.2541 1.0230 2.3921
*
```